1.
Below is an isolated ion of composition C4H8N3O2 and charge +1 in a non-equilibrium geometry, with properties calculated with wB97M-V/def2-TZVPD.

Last column: natural (NBO) charge in e.
Positions of all 17 atoms, in Å:
N (-2.4258, 0.7764, -0.6005)  -0.7446
C (-1.5317, 0.3239, 0.2962)  0.7179
O (-1.8154, 0.5441, 1.5548)  -0.5948
C (-0.3356, -0.4174, -0.0634)  -0.3057
N (0.6594, -0.6042, 1.0024)  -0.6137
C (1.9722, -0.6789, 0.4043)  -0.0321
N (1.7943, 0.1461, -0.7219)  -0.6071
C (0.5893, 0.4136, -1.1660)  0.7378
O (0.1298, 0.8956, -2.1430)  -0.5500
H (-1.8685, 1.1824, -1.4707)  0.4766
H (-3.3545, 1.1670, -0.2571)  0.4589
H (-1.3701, 0.0601, 2.2608)  0.5380
H (-0.4002, -1.1421, -0.8823)  0.2734
H (0.4756, -1.3511, 1.6107)  0.3850
H (2.1967, -1.7908, 0.0890)  0.1803
H (2.6584, -0.3091, 1.1185)  0.2247
H (2.6261, 0.7843, -1.0319)  0.4554

Values from the calculation:
Energy relative to the best compared isomer or geometry (same formula, charge and spin) ... 41.15 kcal per mole
Lowest unoccupied orbital energy ... -4.16 eV
Kohn-Sham gap ... 9.770 eV
Total charge ... +1
Energy ... -471.69544 Eh
HOMO ... -13.93 eV



2.
Below is one molecule with the formula C4H8N3O2PS in a non-equilibrium geometry, with properties calculated with wB97M-V/def2-TZVPD.

Last column: natural (NBO) charge in e.
Positions of all 19 atoms, in Å:
C (-1.2970, 1.9232, 1.0739)  -0.2650
O (-0.0828, 1.3809, 1.5636)  -0.8142
P (0.4265, -0.0794, 1.2425)  1.9262
S (1.9046, -0.5881, 2.4030)  -0.4798
O (-0.9650, -0.9008, 1.1832)  -0.8089
C (-0.9548, -2.3297, 0.9022)  -0.2684
N (1.0035, 0.0856, -0.7418)  -0.4391
C (2.0091, 0.6938, -1.3320)  0.1776
N (1.8525, 0.7634, -2.6278)  -0.4925
C (0.6106, 0.1368, -2.7709)  0.1280
N (0.1154, -0.3153, -1.6771)  -0.3298
H (-2.1767, 1.3992, 1.5009)  0.1963
H (-1.3224, 1.7812, -0.0997)  0.2050
H (-1.3580, 2.9595, 1.4389)  0.2105
H (-0.5326, -2.8880, 1.7657)  0.2038
H (-0.3313, -2.5633, -0.0492)  0.2152
H (-2.0032, -2.6366, 0.7349)  0.2117
H (2.9748, 1.0258, -0.7480)  0.2205
H (0.1268, 0.1517, -3.7625)  0.2029

Values from the calculation:
Energy relative to the best compared isomer or geometry (same formula, charge and spin) ... 0.00 kcal per mole
Lowest unoccupied orbital energy ... 0.41 eV
Kohn-Sham gap ... 10.143 eV
Energy ... -1211.51752 Eh
HOMO ... -9.74 eV



3.
Below is an isolated ion of composition C4H8N3S and charge +1 in a non-equilibrium geometry, with properties calculated with wB97M-V/def2-TZVPD.

Last column: natural (NBO) charge in e.
Positions of all 16 atoms, in Å:
C (-0.2988, 1.0733, -0.2216)  -0.2199
C (0.9339, 0.9189, 0.7881)  -0.5790
C (-0.8435, -1.4002, 0.0325)  -0.1565
C (2.2034, -0.9763, -0.5248)  -0.1258
N (0.3941, -2.1707, 0.5610)  0.0492
N (1.4812, -1.7974, 0.1863)  -0.0405
N (-0.5945, -0.2720, -0.7111)  -0.6158
S (2.4303, 0.6837, -0.0921)  0.5005
H (-1.2132, 1.5531, 0.1951)  0.2356
H (0.1381, 1.7796, -0.9272)  0.2365
H (1.0380, 1.8669, 1.2985)  0.2690
H (0.9528, 0.1419, 1.4422)  0.2221
H (-1.5494, -2.1010, -0.5203)  0.2700
H (-1.4434, -1.3437, 1.0049)  0.2589
H (3.0155, -1.3624, -1.1258)  0.2814
H (-0.6274, -0.3973, -1.6980)  0.4143

Values from the calculation:
Energy relative to the best compared isomer or geometry (same formula, charge and spin) ... 94.01 kcal per mole
Lowest unoccupied orbital energy (spin up / spin down) ... -5.67 / -5.67 eV
Kohn-Sham gap (spin up / spin down) ... 8.255 / 8.254 eV
Total charge ... +1
Energy ... -719.30103 Eh
HOMO (spin up / spin down) ... -13.93 / -13.93 eV



4.
Below is an isolated ion of composition C4H8N3S and charge +1 in a non-equilibrium geometry, with properties calculated with wB97M-V/def2-TZVPD.

Last column: natural (NBO) charge in e.
Positions of all 16 atoms, in Å:
C (-1.7636, -0.3137, 1.0872)  -0.6581
C (-1.3379, 0.3734, -0.2064)  0.0725
N (-1.1210, -0.5992, -1.2513)  -0.0506
N (0.0809, -0.8999, -1.3775)  -0.1457
C (0.8879, -0.2100, -0.6205)  0.2833
C (2.3501, -0.3554, -0.5134)  -0.5560
S (1.9685, -1.5268, 0.7814)  0.1861
N (0.1145, 0.9440, -0.0751)  -0.5723
H (-2.5876, -1.1225, 0.9502)  0.2985
H (-2.2106, 0.5117, 1.7394)  0.2492
H (-0.7888, -0.5712, 1.5333)  0.2328
H (-1.9221, 1.1462, -0.5178)  0.2288
H (2.7203, -0.9689, -1.2538)  0.2705
H (2.9470, 0.5035, -0.3071)  0.2523
H (0.3117, 1.7946, -0.7637)  0.4581
H (0.3507, 1.2941, 0.7951)  0.4506

Values from the calculation:
Energy relative to the best compared isomer or geometry (same formula, charge and spin) ... 114.63 kcal per mole
Lowest unoccupied orbital energy (spin up / spin down) ... -6.11 / -6.11 eV
Kohn-Sham gap (spin up / spin down) ... 7.545 / 7.547 eV
Total charge ... +1
Energy ... -719.26817 Eh
HOMO (spin up / spin down) ... -13.65 / -13.65 eV



5.
Below is an isolated ion of composition C4H8N3S and charge +1 in a non-equilibrium geometry, with properties calculated with wB97M-V/def2-TZVPD.

Last column: natural (NBO) charge in e.
Positions of all 16 atoms, in Å:
C (-0.7465, 0.2872, -0.9026)  -0.1005
C (-0.7231, 2.9056, 0.1808)  -0.0091
C (0.3482, -2.7200, 0.4055)  0.1291
C (1.5050, -3.0128, -0.3671)  -0.7062
N (-0.7940, -0.9475, -0.7344)  -0.1223
N (-0.4644, -1.7905, 0.1419)  -0.1939
N (-0.6399, 3.9567, 0.9483)  -0.6633
S (0.0100, 1.4496, 0.4240)  0.3749
H (-1.3712, 0.7725, -1.6109)  0.2178
H (-1.5616, 2.9493, -0.4217)  0.2267
H (0.0790, -3.1814, 1.3711)  0.2221
H (1.6149, -4.0904, -0.2550)  0.2493
H (2.3633, -2.5297, -0.0919)  0.2484
H (1.4786, -2.8729, -1.5078)  0.2462
H (0.1775, 4.0805, 1.6112)  0.4390
H (-1.2758, 4.7436, 0.8086)  0.4419

Values from the calculation:
Energy relative to the best compared isomer or geometry (same formula, charge and spin) ... 90.95 kcal per mole
Lowest unoccupied orbital energy ... -4.59 eV
Kohn-Sham gap ... 8.142 eV
Total charge ... +1
Energy ... -719.30590 Eh
HOMO ... -12.73 eV



6.
Below is C4H8N4 as an isolated structure in a non-equilibrium geometry, with properties calculated with wB97M-V/def2-TZVPD.

Last column: natural (NBO) charge in e.
Positions of all 16 atoms, in Å:
C (-2.6510, -0.2835, -0.1753)  -0.4348
C (2.0302, -0.7442, 0.1159)  0.0488
C (1.8844, 0.5949, -0.2008)  -0.3708
C (0.5278, 0.8121, -0.1861)  0.3199
H (-2.7852, 0.6775, -0.9606)  0.2205
H (-3.4153, 0.1631, 0.6589)  0.2210
H (-3.2969, -1.3849, -0.6902)  0.1844
H (-1.1340, -0.0023, 1.4207)  0.3768
H (0.8209, -2.3428, -0.3073)  0.4016
H (2.9461, -1.1957, 0.1826)  0.2151
H (2.8911, 1.3108, 0.1725)  0.2323
H (0.1936, 2.6478, 0.2837)  0.3365
N (-1.3343, -0.4770, 0.4291)  -0.4823
N (-0.2158, -0.3023, -0.3371)  -0.0736
N (0.8032, -1.3329, 0.0740)  -0.4395
N (-0.2486, 1.8051, 0.1080)  -0.7559

Values from the calculation:
Energy relative to the best compared isomer or geometry (same formula, charge and spin) ... 139.37 kcal per mole
Lowest unoccupied orbital energy ... 0.88 eV
Kohn-Sham gap ... 8.920 eV
Energy ... -376.02637 Eh
HOMO ... -8.04 eV



7.
Below is one molecule with the formula C4H8N4 in a non-equilibrium geometry, with properties calculated with wB97M-V/def2-TZVPD.

Last column: natural (NBO) charge in e.
Positions of all 16 atoms, in Å:
H (2.4231, -0.3775, 0.4009)  0.3515
N (1.8866, -0.7475, -0.3109)  -0.6500
C (0.7858, -0.1686, -0.4216)  0.3645
C (-0.1810, -0.5253, -1.5353)  0.2774
N (-1.5108, -0.1611, -1.2697)  -0.8368
N (0.0847, -1.3966, -2.3781)  -0.5533
H (1.2511, -1.1548, -2.1098)  0.3743
N (0.3812, 0.9018, 0.4420)  -0.4550
C (0.4812, 0.8266, 1.9349)  -0.2554
C (-0.7855, 0.2045, 1.2617)  -0.3082
H (-1.8247, 0.1891, -2.3012)  0.3889
H (-1.5927, 0.8680, -0.7633)  0.3834
H (0.4456, 1.7622, 2.5555)  0.2371
H (1.1376, 0.0272, 2.5641)  0.2127
H (-1.8650, 0.6468, 0.9381)  0.2136
H (-1.1173, -0.8948, 0.9928)  0.2554

Values from the calculation:
Energy relative to the best compared isomer or geometry (same formula, charge and spin) ... 126.68 kcal per mole
Lowest unoccupied orbital energy ... 0.69 eV
Kohn-Sham gap ... 10.429 eV
Energy ... -376.04659 Eh
HOMO ... -9.74 eV



8.
Below is one molecule with the formula C4H8N4 in a non-equilibrium geometry, with properties calculated with wB97M-V/def2-TZVPD.

Last column: natural (NBO) charge in e.
Positions of all 16 atoms, in Å:
C (0.0385, 0.4065, 1.9710)  -0.6226
C (0.3607, -0.2124, 0.5683)  0.0002
C (-0.1237, -1.6873, 0.0961)  -0.6121
N (0.0317, 0.6641, -0.7012)  -0.1972
C (0.0897, 0.3472, -2.0407)  0.0978
N (-0.5018, 1.3870, -2.6389)  -0.3019
N (-0.7137, 2.3580, -1.7684)  -0.0684
N (-0.3094, 1.9678, -0.5935)  -0.0798
H (-0.9876, 0.3642, 2.3394)  0.2185
H (0.5904, -0.2838, 2.6534)  0.2186
H (0.3291, 1.4391, 2.0233)  0.2458
H (1.4728, -0.2475, 0.6425)  0.1987
H (-1.1369, -1.6879, -0.2137)  0.2225
H (0.6018, -2.0571, -0.6174)  0.2172
H (-0.0768, -2.2521, 0.9940)  0.2169
H (0.3352, -0.5059, -2.7142)  0.2457

Values from the calculation:
Energy relative to the best compared isomer or geometry (same formula, charge and spin) ... 58.05 kcal per mole
Lowest unoccupied orbital energy ... 0.66 eV
Kohn-Sham gap ... 10.855 eV
Energy ... -376.15596 Eh
HOMO ... -10.19 eV